1.
ORCA calculation (ωB97M-V/def2-TZVPD) on a molecular structure, C40H63Cl4F3Li2N8O10S3 at a distorted geometry.

XYZ file:
```
133
Properties=species:S:1:pos:R:3:mulliken_charge:R:1
C 4.044 5.000 1.547 -0.943
C 4.773 4.273 0.305 -0.433
N 4.250 2.927 -0.058 0.369
C 2.858 2.969 -0.629 0.123
C 3.001 3.236 -2.203 -0.914
C 1.584 3.490 -2.974 1.308
C 2.006 4.402 -4.260 -0.655
N 2.324 5.024 -5.254 -0.569
C 0.959 2.145 -3.608 -1.264
C 0.188 1.202 -2.575 -0.178
C -1.405 1.304 -2.420 -0.056
C -2.196 0.397 -1.407 -1.204
C -1.451 -0.652 -0.476 0.814
C -2.256 -1.564 0.592 -0.229
C 0.105 -0.784 -0.623 -0.862
C 0.866 0.117 -1.659 -0.350
C 0.546 4.392 -2.145 -0.762
C 1.317 5.775 -1.795 0.099
N 1.613 6.952 -1.698 -0.806
N -0.789 4.580 -2.784 0.581
C -1.749 4.711 -1.607 -0.631
C -0.917 5.865 -3.505 0.496
C -1.458 7.255 -2.840 -1.090
O -0.657 5.965 -4.748 -0.512
C 4.390 1.927 1.020 0.357
C 5.390 0.679 0.706 -0.928
O 3.782 1.917 2.131 -0.607
H 4.775 5.368 2.359 0.279
H 3.555 5.966 1.120 0.276
H 3.185 4.406 2.022 0.243
H 5.886 4.142 0.593 0.416
H 4.756 5.009 -0.590 0.296
H 2.202 3.746 -0.073 0.037
H 2.386 1.940 -0.361 0.087
H 3.590 4.233 -2.315 0.355
H 3.653 2.444 -2.743 0.262
H 1.753 1.548 -4.188 0.619
H 0.176 2.479 -4.401 0.545
H -2.017 2.033 -3.053 0.727
H -3.321 0.456 -1.289 0.614
H -3.186 -0.977 0.939 -0.163
H -2.650 -2.546 0.129 0.083
H -1.622 -1.785 1.530 0.223
H 0.695 -1.521 0.024 0.273
H 2.018 0.004 -1.726 0.400
H 0.340 3.899 -1.113 0.972
H -1.882 3.694 -1.059 -0.199
H -1.296 5.418 -0.799 0.401
H -2.803 5.027 -1.932 0.356
H -0.922 7.498 -1.855 0.598
H -1.301 8.129 -3.603 -0.171
H -2.595 7.156 -2.710 0.502
H 5.182 0.344 -0.388 0.293
H 5.118 -0.246 1.351 0.287
H 6.490 0.945 0.874 0.250
C -4.579 1.960 1.481 -0.542
Cl -3.570 1.844 0.025 -0.017
Cl -4.351 0.547 2.527 -0.326
H -4.303 2.858 2.032 0.415
H -5.627 2.016 1.187 0.352
N 2.407 5.085 -9.383 -0.282
S 2.341 6.111 -10.575 1.093
O 2.964 5.719 -11.820 -0.594
O 2.397 7.520 -10.247 -0.608
F 0.794 5.960 -10.959 -0.278
S 3.864 4.952 -8.807 1.138
O 4.042 3.806 -7.939 -0.617
O 4.530 6.155 -8.357 -0.589
F 4.738 4.522 -10.070 -0.259
Li -1.312 9.663 -3.439 1.007
N 9.401 0.235 5.041 -0.568
C 9.114 1.468 4.590 -0.219
C 7.861 1.853 4.143 -0.403
C 6.841 0.913 4.158 -0.103
C 7.109 -0.369 4.618 -0.495
C 8.395 -0.655 5.047 -0.192
H 9.945 2.166 4.595 0.349
H 7.686 2.863 3.792 0.373
H 5.845 1.176 3.815 0.536
H 6.336 -1.128 4.642 0.354
H 8.653 -1.642 5.418 0.347
Li -2.221 1.206 3.164 0.913
C -2.525 -8.204 1.391 -1.285
C -2.203 -7.643 0.007 0.333
C -0.933 -6.768 -0.028 -0.549
O -1.103 -5.463 0.521 -0.247
C -1.050 -5.409 1.936 -0.647
N -3.376 -6.915 -0.495 -0.684
H -2.980 -7.463 2.051 0.222
H -3.235 -9.031 1.308 0.383
H -1.623 -8.588 1.877 0.251
H -2.024 -8.500 -0.653 0.432
H -0.662 -6.610 -1.077 0.335
H -0.080 -7.274 0.439 0.219
H -0.338 -6.129 2.351 0.332
H -2.045 -5.572 2.353 0.191
H -0.735 -4.404 2.226 0.199
H -3.199 -6.637 -1.459 0.276
H -3.421 -6.028 0.008 0.222
Cl -4.622 2.670 4.523 -0.061
C -4.821 3.688 5.974 -0.509
C -3.529 4.374 6.371 -0.492
Cl -2.318 3.220 6.984 -0.167
H -5.207 3.058 6.778 0.344
H -5.580 4.435 5.734 0.301
H -3.720 5.089 7.174 0.318
H -3.087 4.915 5.532 0.318
N 1.430 -10.247 2.419 -0.017
C 1.313 -9.693 1.172 -0.594
C 2.413 -8.898 0.956 -0.392
C 3.227 -8.980 2.112 -0.461
C 2.597 -9.822 2.997 -0.533
H 0.763 -10.871 2.844 0.225
H 0.458 -9.910 0.548 0.531
H 2.610 -8.322 0.063 0.460
H 4.169 -8.480 2.279 0.398
H 2.877 -10.153 3.986 0.402
O -5.463 -3.055 0.766 -0.517
S -6.884 -2.972 0.991 1.192
O -7.432 -2.294 2.140 -0.649
O -7.517 -4.460 0.911 -0.324
C -6.999 -5.468 1.781 -0.110
C -7.457 -5.264 3.213 -1.040
C -7.657 -2.312 -0.457 -0.953
H -5.908 -5.507 1.715 0.153
H -7.379 -6.426 1.418 0.273
H -7.043 -4.345 3.635 0.278
H -7.133 -6.095 3.845 0.408
H -8.545 -5.182 3.263 0.264
H -7.278 -2.837 -1.334 0.322
H -7.402 -1.254 -0.515 0.335
H -8.736 -2.429 -0.366 0.349
F -1.142 1.470 -4.744 -0.841
```

Summary:
2S+1 ... 1
Total energy ... -166036.49199 eV
Lowest unoccupied orbital energy ... -3.089 eV


2.
ORCA calculation (ωB97M-V/def2-TZVPD) on 12 unconnected molecules or ions with the total composition C40H64Cl8O24 at a distorted geometry.

XYZ file:
```
136
Properties=species:S:1:pos:R:3:mulliken_charge:R:1
C -5.590 -10.542 -4.475 -1.245
C -5.017 -9.769 -3.277 0.350
C -5.156 -8.271 -3.381 -0.457
O -5.824 -7.922 -2.132 -0.321
C -6.248 -9.086 -1.517 0.603
O -7.120 -9.052 -0.673 -0.524
O -5.745 -10.166 -2.186 -0.355
H -4.693 -10.815 -5.032 0.317
H -6.261 -9.943 -5.089 0.323
H -6.067 -11.497 -4.255 0.338
H -3.963 -9.958 -3.072 0.380
H -5.826 -7.986 -4.193 0.280
H -4.137 -7.922 -3.547 0.311
C -8.639 -4.073 6.064 -1.382
C -8.531 -4.158 4.587 0.408
C -9.412 -3.179 3.786 -0.375
O -8.468 -2.659 2.873 -0.317
C -7.210 -3.060 3.136 0.687
O -6.239 -2.620 2.464 -0.604
O -7.188 -3.811 4.224 -0.351
H -8.123 -4.823 6.664 0.346
H -9.682 -3.885 6.320 0.339
H -8.035 -3.182 6.236 0.371
H -8.702 -5.205 4.339 0.280
H -9.830 -2.540 4.565 0.314
H -10.097 -3.814 3.224 0.284
C 4.865 4.160 7.057 -1.267
C 5.145 4.944 5.694 0.346
C 4.278 4.729 4.466 -0.283
O 4.054 6.163 4.171 -0.387
C 4.369 7.028 5.170 0.708
O 4.321 8.211 5.224 -0.530
O 4.930 6.233 6.096 -0.347
H 5.657 4.454 7.746 0.329
H 4.810 3.080 6.921 0.380
H 3.873 4.436 7.415 0.331
H 6.175 4.808 5.367 0.245
H 3.313 4.262 4.665 0.229
H 4.711 4.381 3.528 0.245
C -3.053 6.131 7.662 -1.275
C -2.662 4.729 8.240 0.438
C -3.847 3.787 8.274 -0.494
O -3.361 2.563 7.708 -0.333
C -2.256 2.837 7.017 0.683
O -1.654 2.013 6.306 -0.590
O -1.786 4.017 7.385 -0.320
H -3.931 6.376 8.260 0.372
H -3.414 5.992 6.643 0.327
H -2.262 6.875 7.764 0.344
H -2.269 4.802 9.254 0.277
H -4.764 4.157 7.816 0.284
H -4.106 3.498 9.293 0.286
C 0.598 -1.014 -2.552 -1.396
C 0.153 0.444 -2.509 0.408
C 0.104 1.080 -1.090 -0.380
O 1.001 2.123 -1.207 -0.326
C 1.576 2.123 -2.528 0.638
O 2.270 3.040 -3.002 -0.571
O 1.159 1.058 -3.180 -0.294
H 1.468 -1.250 -1.940 0.354
H 0.532 -1.345 -3.589 0.340
H -0.157 -1.646 -2.084 0.409
H -0.815 0.668 -2.956 0.294
H 0.438 0.429 -0.281 0.250
H -0.887 1.455 -0.831 0.271
C 8.172 1.241 -5.825 -1.466
C 8.401 0.159 -4.778 0.531
C 7.140 -0.740 -4.681 -0.441
O 7.630 -2.039 -4.862 -0.354
C 8.953 -2.052 -4.991 0.675
O 9.617 -3.007 -5.051 -0.489
O 9.335 -0.777 -5.211 -0.367
H 7.344 1.930 -5.658 0.378
H 8.060 0.846 -6.834 0.384
H 9.103 1.806 -5.866 0.350
H 8.632 0.568 -3.794 0.256
H 6.422 -0.523 -5.471 0.266
H 6.639 -0.733 -3.713 0.277
C -1.705 9.859 -0.005 -1.448
C -2.485 11.153 -0.394 0.423
C -1.880 12.226 -1.284 -0.320
O -2.871 12.375 -2.199 -0.316
C -3.763 11.419 -2.130 0.691
O -4.666 11.277 -2.998 -0.634
O -3.619 10.737 -1.092 -0.281
H -0.776 10.114 0.505 0.375
H -1.268 9.265 -0.808 0.366
H -2.201 9.055 0.539 0.347
H -2.774 11.621 0.546 0.216
H -1.089 11.785 -1.891 0.276
H -1.520 13.104 -0.749 0.305
C 5.903 -9.170 -3.132 -1.436
C 4.585 -9.982 -3.216 0.409
C 4.379 -10.768 -1.928 -0.409
O 3.315 -10.171 -1.325 -0.305
C 2.835 -9.185 -2.042 0.661
O 1.819 -8.568 -1.726 -0.587
O 3.527 -9.003 -3.195 -0.324
H 6.041 -8.276 -2.524 0.359
H 6.189 -8.689 -4.067 0.365
H 6.731 -9.802 -2.813 0.388
H 4.544 -10.681 -4.051 0.281
H 5.261 -10.479 -1.357 0.269
H 4.255 -11.831 -2.134 0.329
Cl -0.463 -6.658 -13.219 -0.171
C -0.044 -5.739 -11.738 -0.453
C -0.988 -6.191 -10.577 -0.403
Cl -0.903 -7.888 -10.330 -0.164
H -0.159 -4.699 -12.044 0.288
H 1.003 -5.880 -11.467 0.313
H -1.970 -5.955 -10.987 0.269
H -0.875 -5.650 -9.638 0.322
Cl 9.104 5.589 0.012 -0.203
C 8.229 7.089 -0.523 -0.393
C 8.727 8.366 0.094 -0.407
Cl 10.247 9.101 -0.587 -0.190
H 7.209 6.840 -0.230 0.285
H 8.372 7.100 -1.604 0.303
H 8.930 8.161 1.145 0.295
H 8.009 9.186 0.071 0.310
Cl -8.212 4.435 2.616 -0.181
C -8.362 4.522 0.783 -0.434
C -8.342 5.901 0.163 -0.412
Cl -9.807 6.775 0.737 -0.192
H -9.251 3.976 0.467 0.321
H -7.550 3.916 0.379 0.308
H -8.343 6.005 -0.922 0.321
H -7.536 6.488 0.604 0.268
Cl 3.969 -3.225 2.904 -0.208
C 2.547 -3.843 3.740 -0.350
C 2.887 -3.944 5.219 -0.508
Cl 1.458 -4.201 6.251 -0.193
H 2.351 -4.858 3.396 0.281
H 1.714 -3.193 3.471 0.324
H 3.279 -2.971 5.518 0.286
H 3.783 -4.518 5.454 0.368
```

Summary:
2S+1 ... 1
Total energy ... -191833.65620 eV
Lowest unoccupied orbital energy ... 0.096 eV
Structure (SMILES) ... C[C@H]1COC(=O)O1.C[C@H]1COC(=O)O1.C[C@H]1COC(=O)O1.C[C@H]1COC(=O)O1.C[C@H]1COC(=O)O1.C[C@H]1COC(=O)O1.C[C@H]1COC(=O)O1.C[C@H]1COC(=O)O1.ClCCCl.ClCCCl.ClCCCl.ClCCCl


The lowest total energy belongs to which entry? C40H64Cl8O24